1.
The following is a DFT calculation (ωB97M-V/def2-TZVPD) of 5 unconnected molecules or ions with the total composition H12NO4.

```
17
Properties=species:S:1:pos:R:3
N 0.25442 -0.30929 0.68464
H 0.23276 0.73890 0.71096
H -0.45823 -0.72361 0.06035
H 0.08366 -0.68584 1.62859
H 1.14092 -0.74811 0.39828
H -2.48437 -1.91166 -0.22667
H -2.51333 -1.40582 -1.64580
O -2.03654 -1.26619 -0.80555
H -0.44807 2.67497 0.62030
H 0.51697 2.88737 -0.57456
O 0.40088 2.38842 0.24001
H 1.79149 -1.72979 3.45640
H 2.15898 -2.95700 2.63999
O 1.58437 -2.19535 2.65278
H 0.15560 2.53293 -3.44223
H -0.38244 0.99394 -3.45752
O 0.00295 1.71613 -2.93997
```

## Properties
Energy above the lowest of the compared OMol25 structures with the same formula, charge and spin = 41.5 kJ/mol
Energy = -9871.9174 eV
HOMO (alpha / beta) = -2.551 / -11.657 eV
HOMO-LUMO gap (alpha / beta) = 3.210 / 12.104 eV
Spin multiplicity = 2
Net charge = 0

---

2.
The following is a DFT calculation (ωB97M-V/def2-TZVPD) of 5 unconnected molecules or ions with the total composition H12NO4.

```
17
Properties=species:S:1:pos:R:3
N 0.02221 0.31926 -0.41413
H -0.99633 0.27029 -0.54810
H 0.43731 0.66642 -1.27379
H 0.42628 -0.61739 -0.28107
H 0.28534 0.97648 0.32933
H -3.35130 -0.17992 -0.20347
H -3.43387 1.29302 -0.19256
O -2.85089 0.59026 -0.51528
H 0.23689 2.48694 2.01465
H -0.80104 1.88224 2.89843
O -0.46708 1.82528 1.99543
H 3.18285 -0.13214 -1.31668
H 3.94301 -0.57779 -0.08793
O 3.06879 -0.29071 -0.37368
H -0.32377 -2.83786 -1.32990
H 0.57560 -3.20747 -0.18463
O 0.04598 -2.46692 -0.51660
```

## Properties
Energy above the lowest of the compared OMol25 structures with the same formula, charge and spin = 52.6 kJ/mol
Energy = -9869.5095 eV
HOMO = -15.259 eV
HOMO-LUMO gap = 12.313 eV
Net charge = +1

---

3.
The following is a DFT calculation (ωB97M-V/def2-TZVPD) of 5 unconnected molecules or ions with the total composition H12NO4.

```
17
Properties=species:S:1:pos:R:3
N 0.78111 -1.04077 -0.01609
H -0.26058 -1.06766 0.03845
H 1.04791 -0.84849 -0.98580
H 1.15924 -0.36290 0.64518
H 1.09801 -1.97639 0.21783
H -3.01800 2.45520 1.59088
H -3.56150 2.06076 0.23014
O -2.96105 1.77291 0.91748
H 1.39299 -1.17117 -3.63209
H 0.61790 0.12225 -3.41560
O 1.14030 -0.52841 -2.96487
H 2.95098 1.59800 2.46211
H 3.66132 0.61758 1.46911
O 2.81316 0.92432 1.79995
H -2.58940 -1.57678 0.41239
H -2.35355 -0.06817 0.70371
O -1.91882 -0.91029 0.52722
```

## Properties
Energy above the lowest of the compared OMol25 structures with the same formula, charge and spin = 29.0 kJ/mol
Energy = -9869.7542 eV
HOMO = -15.140 eV
HOMO-LUMO gap = 12.257 eV
Net charge = +1

---

4.
The following is a DFT calculation (ωB97M-V/def2-TZVPD) of a molecular structure, H12NaO6.

```
19
Properties=species:S:1:pos:R:3
Na -6.29800 -7.96000 -10.18300
O -6.22600 -5.69200 -9.84400
H -7.06000 -5.46600 -10.23800
H -5.60600 -5.28500 -10.47100
O -6.15700 -7.14700 -12.42400
H -6.16000 -7.94400 -12.89400
H -6.39600 -6.45500 -13.01800
O -5.35600 -9.99900 -10.74700
H -5.75400 -10.78900 -11.06700
H -4.45200 -10.25300 -10.51100
O -4.35900 -7.66600 -8.94300
H -4.27900 -8.39800 -8.24800
H -3.81800 -7.89500 -9.72800
O -8.03500 -8.95200 -11.16500
H -8.76300 -9.62300 -11.02300
H -7.58100 -9.36000 -11.94500
O -7.13600 -8.66000 -8.02800
H -7.96900 -8.17900 -8.09700
H -7.26100 -9.29300 -7.30200
```

## Properties
Energy above the lowest of the compared OMol25 structures with the same formula, charge and spin = 80.8 kJ/mol
Energy = -16892.4911 eV
HOMO = -15.238 eV
HOMO-LUMO gap = 11.802 eV
Net charge = +1

---

- What is the energy in the second record?
  -9869.5095 eV

---

- Number 4 is which compound?
  H12NaO6

---

What did the third record say?
The following is a DFT calculation (ωB97M-V/def2-TZVPD) of 5 unconnected molecules or ions with the total composition H12NO4.

```
17
Properties=species:S:1:pos:R:3
N 0.78111 -1.04077 -0.01609
H -0.26058 -1.06766 0.03845
H 1.04791 -0.84849 -0.98580
H 1.15924 -0.36290 0.64518
H 1.09801 -1.97639 0.21783
H -3.01800 2.45520 1.59088
H -3.56150 2.06076 0.23014
O -2.96105 1.77291 0.91748
H 1.39299 -1.17117 -3.63209
H 0.61790 0.12225 -3.41560
O 1.14030 -0.52841 -2.96487
H 2.95098 1.59800 2.46211
H 3.66132 0.61758 1.46911
O 2.81316 0.92432 1.79995
H -2.58940 -1.57678 0.41239
H -2.35355 -0.06817 0.70371
O -1.91882 -0.91029 0.52722
```

## Properties
Energy above the lowest of the compared OMol25 structures with the same formula, charge and spin = 29.0 kJ/mol
Energy = -9869.7542 eV
HOMO = -15.140 eV
HOMO-LUMO gap = 12.257 eV
Net charge = +1

---

- Which value of energy above the lowest of the compared OMol25 structures with the same formula, charge and spin does entry 2 give?
  52.6 kJ/mol